The following is a quantum chemistry calculation of one molecule with the formula C4H12N2S, from the OMol25 dataset.

## Properties
**HOMO-LUMO gap**: 9.856 eV
**E_HOMO**: -0.3264 Eh
**Energy above the lowest of the compared OMol25 structures with the same formula, charge and spin**: 31.08 kJ/mol
**SMILES**: NCNCCCS
**Electronic energy**: -18157.6964 eV

The geometry in ORCA input format:
```
! RIJCOSX wB97M-V def2-TZVPD def2/J DEFGRID3
* xyz 0 1
N -1.823 -2.315 1.372
C -0.415 -2.582 1.152
N 0.152 -1.833 0.052
C 0.305 -0.405 0.351
C 1.204 0.284 -0.680
C 0.478 1.352 -1.498
S 0.085 2.864 -0.592
H -2.227 -2.922 2.069
H -2.022 -1.347 1.576
H 0.220 -2.368 2.023
H -0.318 -3.648 0.950
H -0.494 -1.903 -0.730
H -0.681 0.085 0.350
H 0.689 -0.317 1.372
H 2.038 0.751 -0.152
H 1.636 -0.444 -1.368
H 1.032 1.598 -2.408
H -0.473 0.962 -1.848
H 1.335 3.334 -0.490
*
```

The following is a quantum chemistry calculation of one molecule with the formula C3HN3O2S, from the OMol25 dataset.

## Properties
**HOMO-LUMO gap**: 9.485 eV
**E_HOMO**: -0.3558 Eh
**Energy above the lowest of the compared OMol25 structures with the same formula, charge and spin**: 0.00 kJ/mol
**SMILES**: N#Cc1nonc1SO
**Electronic energy**: -22523.4025 eV

The geometry in ORCA input format:
```
! RIJCOSX wB97M-V def2-TZVPD def2/J DEFGRID3
* xyz 0 1
N -2.137 -2.532 -0.001
C -1.828 -1.433 -0.054
C -1.252 -0.148 -0.167
N -1.833 1.000 -0.073
O -0.941 1.950 -0.021
N 0.300 1.461 -0.021
C 0.171 0.182 -0.149
S 1.512 -0.827 -0.089
O 2.751 0.283 -0.084
H 3.259 0.065 0.657
*
```

The following is a quantum chemistry calculation of an isolated ion of composition C4H12N2 and charge +3, from the OMol25 dataset.

## Properties
**HOMO-LUMO gap (alpha / beta)**: 10.519 / 8.049 eV
**E_HOMO (alpha / beta)**: -0.9419 / -0.9491 Eh
**Energy above the lowest of the compared OMol25 structures with the same formula, charge and spin**: 27.56 kJ/mol
**Electronic energy**: -7286.8612 eV
**⟨S²⟩**: 0.754

The geometry in ORCA input format:
```
! RIJCOSX wB97M-V def2-TZVPD def2/J DEFGRID3
* xyz 3 2
C 1.207 0.530 0.817
C -0.148 -0.243 0.921
C -1.127 -0.019 -0.189
C -0.833 -0.229 -1.548
N -1.804 -0.668 -2.545
N 1.927 0.617 2.139
H 1.853 -0.031 0.135
H 1.143 1.533 0.397
H 0.057 -1.320 1.069
H -0.710 -0.019 1.834
H -2.049 0.533 0.052
H 0.185 -0.191 -1.951
H -2.684 -0.114 -2.553
H -1.450 -0.620 -3.519
H -2.118 -1.649 -2.381
H 1.749 1.461 2.709
H 1.863 -0.237 2.706
H 2.937 0.667 1.909
*
```